(1)
Formula: C24H29NO4
Source: OMol25
Level of theory: wB97M-V/def2-TZVPD

Geometry as XYZ:
```
58
Properties=species:S:1:pos:R:3
C -3.01084 0.48774 3.12555
C -0.20624 -2.10171 -2.37194
C -0.39310 -1.74218 -1.04382
H -3.23188 1.96971 1.65301
C -1.10533 -2.43175 -4.69387
H 3.54774 0.14520 3.61101
N 0.18397 0.94669 1.63339
C 2.58202 -3.27929 -4.70702
C 0.24799 -2.86445 -5.14558
H 1.79563 -0.06175 0.82774
H -0.40260 -3.19331 -7.15690
H 3.18214 2.57991 3.45735
H 2.64003 2.77525 1.15757
C 2.58106 0.58449 3.85378
H 0.43259 -1.81937 -0.34958
H -1.15128 2.28137 0.68532
C 2.40330 1.90059 3.10500
C 1.14146 -2.55438 -2.81816
H -3.45063 2.48835 3.34755
H 1.31699 1.32183 -0.12809
C -1.27181 -2.02076 -3.27118
H 1.83680 -3.86775 -7.95544
H 3.50301 1.27386 1.40694
C -2.82006 1.92568 2.65936
H 1.78016 -0.11862 3.64770
H -0.53035 5.62404 2.88401
H 2.60534 0.79152 4.92287
H -3.64548 -0.81582 -1.18601
H -4.02403 0.22441 3.42939
C -1.62819 -1.28492 -0.61796
O -2.04231 -2.41089 -5.46338
H -0.92545 2.31793 3.70379
C 2.55734 1.78118 1.59595
H -1.03766 4.96649 4.43228
H 3.41233 -3.29994 -4.01518
H -0.40525 0.30078 1.12724
H 0.26440 4.19099 3.49362
H -0.87048 0.04279 3.73693
H -2.18459 -1.09631 4.38517
O -2.29850 -0.48482 2.46977
C -1.91804 -0.16047 3.91269
O 2.06547 -2.62908 -2.03597
H 3.74830 -3.90705 -6.38661
C 0.43589 -3.21840 -6.47518
H -1.77543 -1.00701 0.41776
C -0.69969 4.69689 3.43051
C -2.50848 -1.55704 -2.84017
H 1.45849 2.36139 3.38513
C 1.45437 0.96997 0.90133
H 0.19561 3.06622 1.46296
C -2.68405 -1.18447 -1.51868
O -1.67027 3.94774 2.74040
C 1.32328 -2.90473 -4.25540
C 1.69156 -3.59515 -6.91861
C -0.50699 2.24579 1.57133
C 2.76611 -3.61975 -6.03564
C -1.42841 2.50945 2.76000
H -3.32595 -1.48710 -3.54405
```

LUMO energy (Eh): -0.033
Maximum force (hartree/bohr): 0.06345
M (g mol⁻¹): 395.5
Energy relative to the best compared isomer or geometry (same formula, charge and spin) (kcal/mol): 97.56
Kohn-Sham gap (Ha): 0.29849
Structure (SMILES): CCCCNC[C@H](C[C@@H]1CO1)OC.O=C1c2ccccc2C(=O)c2ccccc21

Atom charges from the Löwdin analysis, given in e for atoms 1 to 2: -0.33, -0.08


(2)
Formula: C24H29O2P
Source: OMol25
Level of theory: wB97M-V/def2-TZVPD

Geometry as XYZ:
```
56
Properties=species:S:1:pos:R:3
H 2.22318 1.90583 -3.85903
C 2.75164 1.30370 4.63494
C 0.51395 -2.72490 3.02304
H -0.02687 1.18972 4.55699
C -4.64550 1.48607 -3.42716
H -3.22859 3.09730 -3.05799
H -5.13418 0.71339 -1.38920
C 2.54248 -0.56310 -1.35882
H -2.06420 -0.43892 -5.16437
H -0.21740 -3.13419 3.76595
O 4.49907 -0.90500 0.06838
H -0.48159 -3.73715 1.29373
H -2.91728 1.74129 -5.49926
C 1.59782 -1.82535 3.45928
H -1.69404 -0.04309 -3.45326
H -0.17808 -1.85993 -3.24941
H -2.65180 1.53064 -2.35226
C 2.01817 0.97536 -3.26993
C 0.63652 -1.17327 -2.93551
C 1.26893 -2.50872 0.63304
H -5.29700 2.56278 -1.54814
H 3.72082 1.87909 4.53748
C -5.44843 1.56846 -2.05538
H 2.01570 1.92364 5.21797
H 3.36945 -0.58161 2.71214
H 0.25340 1.47815 -5.15207
C 1.45393 -1.47700 -1.77494
P 1.75057 -1.37470 5.27397
C -3.14431 1.98849 -3.26012
O 0.89209 -3.82898 -1.38682
C 1.18041 -2.75786 -0.91072
C 2.84945 0.66120 -2.08555
H -6.54411 1.44290 -2.26959
H -0.52359 -1.34659 6.34991
H 3.48484 0.12159 6.36118
H -5.12712 2.22858 -4.12346
H 3.66427 1.34938 -1.77650
C 3.10982 -0.07525 5.32011
H 0.25018 -0.22604 -5.79174
H 2.34381 1.21519 3.59596
H -0.89803 -0.31635 3.90011
C 2.53031 -1.27005 2.45273
C -2.27901 1.74011 -4.57414
H -1.49934 2.54648 -4.57411
H -4.64662 0.45369 -3.86267
C 0.16916 -0.57719 5.90127
H 3.98053 -0.50496 4.74251
H 0.38032 0.14248 6.74671
C -0.00038 0.40777 -4.89676
C 0.92957 0.06804 -3.66437
C 3.30320 -1.00274 -0.06128
C -1.54585 0.32019 -4.50974
C 0.34874 -3.06798 1.60412
C 2.36858 -1.60382 1.04629
C -0.62035 0.27470 4.80686
H -1.58725 0.60852 5.28961
```

LUMO energy (Eh): -0.021
Maximum force (hartree/bohr): 0.05649
M (g mol⁻¹): 380.5
Kohn-Sham gap (Ha): 0.26954
Structure (SMILES): CCCCCCc1ccc2c(c1)C(=O)c1ccc(P(CC)CC)cc1C2=O

Atom charges from the Löwdin analysis, given in e for atoms 1 to 2: 0.11, -0.18


(3)
Formula: C24H30BF22O12
Source: OMol25
Level of theory: wB97M-V/def2-TZVPD

Geometry as XYZ:
```
89
Properties=species:S:1:pos:R:3
O 2.92551 6.37820 -7.51713
H 7.53955 -4.61071 0.37332
C -8.93838 3.07742 -1.68557
H -3.23842 -4.17911 1.94740
C 1.04855 6.54205 -5.80476
F 0.72821 7.84060 -5.71128
H 8.52410 -5.22701 -1.00337
F -0.09145 5.84348 -5.63429
H -4.51257 2.45228 7.15438
H 2.80206 -3.48220 5.11775
F -2.22992 -8.43485 -2.40820
H 2.11646 4.08902 -8.79044
F -0.84441 4.45323 5.56930
F 8.64264 -0.31332 -2.09782
O -3.77279 3.06106 5.44895
C 1.21294 4.64085 -9.04977
H -0.84780 4.42112 -9.74913
H -1.85384 -4.14740 -0.07624
O -3.03652 -5.62749 -0.34561
H -5.55044 1.49737 4.46564
H 9.59990 -4.93206 1.94579
F 0.69436 -0.24176 -2.69864
H -4.81896 2.61002 -1.27962
H -4.71146 -4.26982 1.03606
C -3.13286 4.14498 5.74712
C -2.97555 -7.69643 -1.54465
H 2.30895 -1.48234 3.46433
O 8.93022 -3.32288 -0.10067
F 5.32278 -1.86490 8.41131
H -0.19002 3.14104 -8.61832
H -5.61401 3.42483 6.04517
H -3.65362 -2.79940 1.00101
O -9.13625 2.60864 -0.52991
F 8.60636 -0.55271 0.06583
F 1.59245 1.22527 -4.17707
F 4.87509 -3.90750 8.73814
F 6.96345 -3.38029 8.23419
O 0.79724 5.34910 -7.89965
O -7.85797 2.75363 -2.52591
H 10.61198 -5.04799 0.65867
C 0.00027 3.79676 -9.46797
C 3.58395 -2.76861 4.85783
C 9.59495 -5.33002 0.93106
O -3.56997 4.95485 6.50938
C 9.11298 -1.06899 -1.08193
H -6.14976 2.51094 -0.03007
H 1.42799 5.34528 -9.85327
C -5.52648 1.35050 5.54542
H 2.53404 -0.86654 5.13689
C 5.65950 -3.09969 8.04866
C -1.90516 4.41562 4.84802
H -4.90953 0.47647 5.75414
F -4.16624 -7.85297 -2.07766
H -6.07832 3.84771 -1.01692
F -9.92813 5.08852 -1.66409
O -2.07280 -5.59403 -2.43950
F -2.88829 -8.22386 -0.36603
B 1.63516 0.67775 -2.87452
H 4.26476 -3.33762 4.22472
C 2.97944 -1.43802 4.32256
H 0.19929 3.16584 -10.33423
C 8.54234 -4.71598 -0.04075
H 3.78190 -0.75589 4.04173
C 5.24590 -3.34981 6.56988
C -3.69091 -3.88876 0.99921
O 5.72110 -4.23214 5.83157
C -6.66313 2.09531 -2.17474
F -9.73272 4.17223 -3.58312
F 1.84071 6.21079 -4.79316
F -11.20320 3.29007 -2.23477
F 2.77870 -0.00930 -2.59198
F 1.39867 1.62347 -1.96743
H 9.48881 -6.39899 1.11592
O 4.30330 -2.44804 6.12325
C -5.87103 2.77809 -1.04941
O 8.12156 -3.00377 -2.27088
C -4.90200 2.60595 6.14798
C -2.92228 -4.30636 -0.22213
C -10.01919 3.93684 -2.31661
F 10.38326 -0.92595 -1.03994
H -6.18800 2.03870 -3.15410
H -7.07993 1.15844 -1.80507
H -6.52182 1.16785 5.95045
C -2.65523 -6.16251 -1.48607
F -1.70563 3.57640 3.82608
C 1.68764 6.13764 -7.16580
C 8.69461 -2.60308 -1.22796
F -2.10026 5.65184 4.40063
H -3.36640 -3.72699 -1.03157
```

LUMO energy (Eh): 0.061
Maximum force (hartree/bohr): 0.14176
M (g mol⁻¹): 939.3
Energy relative to the best compared isomer or geometry (same formula, charge and spin) (kcal/mol): 128.40
Kohn-Sham gap (Ha): 0.32411
Total charge: -1

Atom charges from the Löwdin analysis, given in e for atoms 1 to 2: 0.06, 0.13